(1)
The following is a DFT calculation (the ωB97M-V functional and the def2-TZVPD basis) of a 5-piece molecular cluster, C17H40NO14PSSi overall.

XYZ file:
```
75
Properties=species:S:1:pos:R:3:forces:R:3:lowdin_charge:R:1
N 5.353 1.308 1.130 -0.2 -0.3 -0.7 -0.06
C 4.647 1.545 -0.147 0.3 0.5 0.2 -0.44
Si 3.414 3.000 -0.136 1.1 -0.6 -0.8 0.58
P 1.296 2.385 0.225 -2.4 0.6 -0.7 0.12
O 0.956 0.891 -0.413 1.6 1.2 1.5 -0.26
O 0.870 2.387 1.834 1.0 -1.4 -1.3 -0.29
S 0.190 3.716 -0.705 0.5 -0.2 0.5 0.23
H 5.646 2.201 1.489 0.1 0.1 0.5 0.04
H 4.769 0.837 1.803 -0.1 0.1 0.2 0.05
H 5.417 1.816 -0.886 -0.2 0.0 0.0 0.06
H 4.195 0.632 -0.543 0.0 0.0 0.2 0.07
H 3.410 3.575 -1.497 -0.3 -0.1 0.0 -0.05
H 3.809 4.092 0.778 -0.2 -0.2 0.3 -0.04
H 0.065 0.667 -0.152 -0.8 -0.3 0.0 0.05
H 0.597 3.273 2.051 -0.4 0.7 0.1 0.04
C -3.058 5.780 -1.743 -0.2 0.2 -0.1 -0.06
C -3.308 5.137 -0.395 0.5 -0.2 -0.4 -0.22
O -4.176 5.943 0.420 0.0 -0.1 0.1 0.05
C -5.463 5.877 0.102 0.4 0.3 0.2 -0.61
O -5.941 5.207 -0.771 -0.3 -0.1 -0.2 0.11
O -6.132 6.695 0.915 -0.1 0.0 0.1 0.01
C -7.527 6.783 0.625 -0.3 0.1 0.1 -0.04
H -2.687 6.798 -1.616 0.1 -0.1 0.1 0.08
H -2.327 5.203 -2.310 0.0 0.0 0.1 0.07
H -3.976 5.838 -2.328 0.0 -0.1 0.0 0.08
H -2.370 5.056 0.151 -0.1 0.1 0.2 0.08
H -3.712 4.130 -0.501 -0.2 0.1 0.0 0.12
H -7.987 5.797 0.595 0.1 0.0 -0.1 0.09
H -7.680 7.301 -0.321 0.0 -0.1 0.0 0.10
H -7.984 7.362 1.423 0.2 0.0 0.1 0.09
C 4.430 -3.310 5.232 -0.2 0.2 0.1 -0.06
C 4.231 -3.198 3.734 0.5 -0.2 0.2 -0.21
O 2.862 -2.918 3.409 0.0 -0.1 -0.2 0.03
C 2.479 -1.657 3.593 -0.2 -0.4 -0.1 -0.62
O 3.169 -0.755 3.981 0.2 0.4 0.0 0.12
O 1.189 -1.572 3.273 -0.1 0.1 0.0 0.01
C 0.620 -0.280 3.509 -0.2 0.1 0.0 -0.04
H 3.740 -4.041 5.654 0.1 -0.1 -0.1 0.08
H 5.452 -3.614 5.460 0.0 0.0 0.0 0.08
H 4.237 -2.358 5.727 0.1 0.0 -0.1 0.07
H 4.465 -4.151 3.261 -0.2 0.0 -0.1 0.12
H 4.889 -2.447 3.296 -0.2 0.1 0.0 0.12
H 1.201 0.498 3.030 0.1 0.0 0.1 0.06
H 0.545 -0.094 4.581 0.1 0.0 0.0 0.10
H -0.380 -0.284 3.083 0.0 -0.2 0.0 0.10
C -4.020 0.181 -5.050 0.1 0.1 0.2 -0.07
C -5.485 0.524 -5.233 0.3 -0.1 -0.4 -0.22
O -6.201 0.452 -3.995 -0.1 -0.1 -0.1 0.04
C -6.020 1.491 -3.179 -0.2 -0.3 0.1 -0.62
O -5.343 2.455 -3.402 0.2 0.3 -0.1 0.13
O -6.720 1.266 -2.071 -0.1 0.0 0.1 0.01
C -6.554 2.275 -1.069 -0.2 0.0 0.3 -0.04
H -3.915 -0.790 -4.563 0.0 -0.1 -0.1 0.08
H -3.512 0.150 -6.014 0.0 0.0 0.0 0.08
H -3.519 0.917 -4.422 0.0 0.1 -0.1 0.07
H -5.955 -0.205 -5.892 -0.1 0.0 0.2 0.12
H -5.613 1.507 -5.688 0.0 0.1 0.2 0.12
H -6.760 3.262 -1.463 0.1 0.0 -0.1 0.07
H -5.543 2.233 -0.663 0.0 0.1 -0.1 0.09
H -7.263 2.060 -0.273 0.0 -0.2 -0.1 0.10
C 6.415 -8.152 -1.639 -0.1 0.2 -0.1 -0.07
C 5.947 -8.466 -0.232 0.3 -0.4 -0.3 -0.21
O 5.326 -7.330 0.382 0.1 -0.1 0.2 0.04
C 4.080 -7.084 -0.017 0.3 0.2 0.2 -0.62
O 3.450 -7.725 -0.809 -0.2 -0.2 -0.2 0.13
O 3.658 -5.990 0.615 -0.1 0.1 0.1 0.00
C 2.357 -5.557 0.214 -0.3 0.3 0.0 -0.03
H 7.061 -7.273 -1.638 0.1 -0.1 0.1 0.08
H 6.966 -8.996 -2.055 0.0 0.0 0.0 0.08
H 5.572 -7.936 -2.295 0.0 -0.1 0.0 0.07
H 6.803 -8.713 0.394 -0.1 0.2 0.1 0.12
H 5.271 -9.322 -0.215 -0.1 0.1 0.0 0.12
H 1.629 -6.362 0.296 0.1 -0.1 -0.1 0.10
H 2.389 -5.176 -0.806 0.0 -0.1 0.0 0.10
H 2.064 -4.750 0.882 0.2 0.0 0.1 0.09
```
Positions in Å, forces in eV/Å.

Computed properties:
HOMO   -0.323 hartree
Total charge   0
Molecular weight   573.63 g mol⁻¹
Structure (SMILES)   NC[SiH2]P(O)(O)=S.CCOC(=O)OC.CCOC(=O)OC.CCOC(=O)OC.CCOC(=O)OC



(2)
The following is a DFT calculation (the ωB97M-V functional and the def2-TZVPD basis) of a 12-piece molecular cluster, C27H52Cl22NOP2 overall.

XYZ file:
```
105
Properties=species:S:1:pos:R:3:forces:R:3:lowdin_charge:R:1
O 1.222 -5.072 2.818 -0.2 -0.4 0.4 -0.44
P 1.193 -4.682 1.405 0.7 0.5 1.3 0.52
P -0.215 -6.001 0.313 -0.5 0.4 -0.6 1.00
C -1.894 -5.605 0.723 -0.6 -0.4 0.3 -0.45
C -2.274 -4.333 1.066 0.8 -0.4 0.4 -0.20
C -3.607 -4.107 1.368 -0.7 1.4 1.0 -0.25
N -4.594 -4.981 1.337 1.3 -0.8 -0.4 0.14
C -4.178 -6.209 0.960 -2.1 -0.2 0.2 -0.14
C -2.907 -6.575 0.673 1.5 -0.3 -0.3 -0.09
H 2.442 -4.786 0.775 -0.4 -0.1 -0.6 -0.03
H 0.707 -3.376 1.219 -0.1 -0.2 -0.6 -0.02
H 0.065 -7.337 0.623 0.1 0.1 -0.1 0.03
H -0.069 -5.794 -1.071 0.2 -0.3 0.1 0.02
H -1.567 -3.523 1.114 -0.1 0.2 0.1 0.08
H -3.869 -3.097 1.670 0.0 -0.3 -0.1 0.01
H -4.955 -6.967 0.884 0.1 0.4 0.1 0.04
H -2.689 -7.597 0.410 -0.1 -0.2 -0.1 0.07
Cl -4.843 -9.337 0.855 0.0 -0.3 0.0 0.62
C -4.596 -11.060 0.456 0.0 -0.2 0.0 -0.63
C -3.259 -11.300 -0.194 0.0 -0.1 0.0 -0.66
Cl -3.158 -10.580 -1.822 0.0 0.1 0.0 0.54
H -5.418 -11.374 -0.183 0.0 0.1 -0.1 0.07
H -4.654 -11.617 1.389 0.0 0.1 0.0 0.08
H -3.092 -12.369 -0.306 -0.1 0.0 0.0 0.08
H -2.450 -10.886 0.403 0.0 0.0 0.0 0.06
Cl 3.861 0.386 2.136 -0.2 0.0 0.0 0.57
C 4.032 -1.328 2.575 0.0 0.0 0.1 -0.65
C 4.374 -2.184 1.384 0.2 -0.1 0.2 -0.63
Cl 3.010 -2.291 0.220 0.2 0.3 -0.1 0.53
H 3.105 -1.649 3.046 0.0 0.0 0.0 0.07
H 4.832 -1.392 3.310 0.1 0.0 -0.1 0.08
H 4.596 -3.200 1.710 -0.1 0.0 0.0 0.08
H 5.235 -1.799 0.847 -0.1 0.1 -0.1 0.02
Cl -4.419 -0.820 1.691 0.1 0.4 0.0 0.58
C -6.132 -0.351 1.886 -0.3 -0.1 0.1 -0.67
C -7.061 -1.443 1.428 -0.1 -0.1 0.0 -0.64
Cl -6.986 -1.678 -0.337 0.1 0.0 0.0 0.55
H -6.290 0.569 1.330 0.1 0.0 -0.1 0.04
H -6.286 -0.145 2.942 0.1 -0.1 0.0 0.05
H -8.087 -1.176 1.676 0.0 0.1 0.0 0.08
H -6.828 -2.394 1.904 0.0 0.0 0.0 0.07
Cl -5.429 -1.772 -3.375 -0.1 0.0 0.1 0.54
C -4.060 -0.907 -2.637 -0.1 0.1 -0.1 -0.69
C -2.888 -1.822 -2.402 0.0 0.1 -0.2 -0.59
Cl -3.247 -3.011 -1.110 0.1 0.4 -0.9 0.70
H -4.403 -0.452 -1.709 -0.1 -0.1 0.0 0.05
H -3.769 -0.116 -3.330 -0.2 -0.4 0.2 -0.05
H -2.025 -1.245 -2.073 -0.1 0.0 0.1 0.07
H -2.615 -2.366 -3.303 -0.1 -0.1 0.0 0.06
Cl -5.657 2.533 3.153 0.0 0.2 0.1 0.60
C -4.325 3.288 4.065 0.1 0.1 0.0 -0.64
C -3.234 2.297 4.378 0.1 0.0 0.0 -0.66
Cl -3.760 1.065 5.553 0.0 0.0 0.0 0.54
H -4.742 3.726 4.968 0.0 -0.1 0.0 0.07
H -3.928 4.090 3.445 0.0 0.0 0.0 0.07
H -2.384 2.816 4.819 0.0 0.0 0.0 0.07
H -2.898 1.782 3.481 -0.1 0.0 0.0 0.06
Cl -4.869 2.861 -5.798 -0.1 0.0 -0.1 0.60
C -3.502 3.817 -5.165 0.0 0.2 0.0 -0.62
C -2.289 2.955 -4.951 0.1 0.1 -0.1 -0.62
Cl -2.574 1.807 -3.614 0.3 0.3 -0.1 0.63
H -3.821 4.290 -4.238 -0.1 -0.1 0.0 0.07
H -3.289 4.599 -5.892 0.0 -0.1 -0.1 0.08
H -1.431 3.569 -4.679 0.0 0.0 0.1 0.08
H -2.033 2.385 -5.842 0.0 -0.1 0.1 0.04
Cl 8.461 1.742 3.845 0.0 0.0 0.0 0.53
C 8.428 2.228 2.133 0.1 0.1 -0.1 -0.68
C 7.220 1.686 1.416 -0.1 0.2 -0.1 -0.65
Cl 7.290 -0.090 1.229 0.1 -0.1 0.0 0.56
H 9.353 1.893 1.671 0.0 -0.1 0.0 0.07
H 8.409 3.316 2.114 0.0 0.0 0.0 0.02
H 7.166 2.107 0.413 0.1 0.0 0.0 0.08
H 6.301 1.928 1.942 0.0 -0.1 0.1 0.03
Cl -3.690 -2.219 -6.379 0.2 0.0 -0.1 0.54
C -3.843 -0.451 -6.561 -0.2 0.0 0.1 -0.69
C -3.037 0.086 -7.713 -0.1 0.1 -0.1 -0.65
Cl -1.282 -0.021 -7.408 0.0 0.0 0.0 0.55
H -3.545 0.011 -5.622 0.0 0.0 0.0 0.01
H -4.899 -0.245 -6.722 0.0 0.0 0.0 0.07
H -3.269 1.140 -7.860 0.0 0.0 0.1 0.05
H -3.253 -0.447 -8.635 0.1 -0.1 0.0 0.07
Cl 8.273 5.635 3.583 -0.1 0.0 0.0 0.56
C 9.676 5.914 4.647 0.1 0.0 0.2 -0.64
C 10.957 6.033 3.866 0.0 0.1 0.0 -0.67
Cl 11.433 4.482 3.120 0.0 0.0 0.0 0.54
H 9.718 5.098 5.364 0.0 -0.1 -0.1 0.07
H 9.486 6.840 5.188 0.0 0.0 -0.1 0.07
H 11.767 6.328 4.531 0.0 0.0 0.0 0.08
H 10.877 6.775 3.076 0.0 0.0 0.0 0.01
Cl -6.831 4.567 -1.599 0.0 0.0 0.0 0.53
C -7.281 3.951 -3.213 0.0 0.1 -0.1 -0.68
C -8.446 2.999 -3.156 -0.1 0.0 0.0 -0.66
Cl -8.014 1.466 -2.352 0.0 0.0 0.0 0.53
H -6.406 3.478 -3.647 0.0 -0.1 0.1 0.00
H -7.540 4.817 -3.821 -0.1 0.0 0.0 0.08
H -8.765 2.750 -4.167 0.1 0.0 0.0 0.07
H -9.290 3.432 -2.625 0.0 0.0 0.1 0.07
Cl 11.756 10.045 3.320 0.0 -0.1 0.0 0.54
C 13.348 9.800 2.554 0.1 0.1 0.0 -0.66
C 13.225 9.343 1.124 0.1 0.1 -0.1 -0.66
Cl 12.563 7.693 1.011 0.0 -0.1 -0.1 0.56
H 13.900 9.081 3.154 -0.1 0.0 0.0 0.07
H 13.870 10.754 2.592 0.0 0.0 0.0 0.07
H 14.208 9.326 0.657 0.0 0.0 0.1 0.07
H 12.582 10.002 0.547 -0.1 0.0 0.0 0.07
```
Positions in Å, forces in eV/Å.

Computed properties:
HOMO   -0.433 hartree
Total charge   +1
Molecular weight   1248.63 g mol⁻¹